# C3H3NO2S

C3H3NO2S in the gas phase in a non-equilibrium geometry (wB97M-V/def2-TZVPD, the Open Molecules 2025 dataset).

Each atom is followed by the atoms it is bonded to, with distances in Å.
Positions of all 10 atoms, in Å:
1 N 0.55301 0.90159 0.16173  C2 1.360, H3 1.004, C10 1.361
2 C 0.98084 -0.37987 0.00466  N1 1.360, C4 1.488, O8 1.206
3 H 1.15762 1.65322 0.43969  N1 1.004
4 C -0.27819 -1.15925 -0.13739  C2 1.488, H5 1.109, H7 1.090, O9 1.450
5 H -0.54852 -1.83295 0.70112  C4 1.109
6 S -1.65512 2.46622 -0.00955  C10 1.626
7 H -0.18464 -1.72613 -1.06368  C4 1.090
8 O 2.08996 -0.85326 0.03207  C2 1.206
9 O -1.33092 -0.16270 -0.12135  C4 1.450, C10 1.374
10 C -0.78405 1.09313 -0.00730  N1 1.361, S6 1.626, O9 1.374

The net charge is 0. The frontier orbital gap is 9.52 eV. As for the SMILES: O=C1COC(=S)N1. As for the energy: -719.55061 a.u. As for the HOMO energy: -9.4 eV. As for the energy above the lowest of the compared OMol25 structures with the same formula, charge and spin: 18.61 kcal/mol.